Computed, not measured: a molecular structure, C54H51N3O2P2RuSSeSi, with ωB97M-V/def2-TZVPD.

Properties
LUMO (alpha / beta) in eV: -3.76 / -3.59
M in u: 1076.15
E_HOMO (alpha / beta) in Eh: -0.36272 / -0.36312
Net charge: +1
Spin multiplicity: 2
Kohn-Sham gap (alpha / beta) in eV: 6.1134 / 6.2878
DFT total energy in eV: -170605.8130

Positions of all 116 atoms, in Å:
Ru 0.032 -0.192 -1.634
Se -1.490 1.848 -2.619
S 0.024 -1.090 1.091
P -2.196 -0.990 -0.964
P 1.150 1.568 -0.250
Si 1.165 -1.387 -3.479
O -0.103 -2.553 1.119
O 2.108 -1.210 -0.353
N 4.140 -2.143 -0.150
N -0.968 2.366 -5.475
N 2.222 -3.444 -0.006
C 0.919 -0.511 -5.201
C 0.286 3.182 -0.301
C 4.060 0.341 5.389
C -1.259 5.488 -0.297
C 0.681 4.283 -1.051
C 2.786 0.764 3.434
C 2.725 -1.524 4.111
C -4.789 -1.152 -2.041
C 3.174 -0.250 4.330
C 2.792 -2.234 -0.169
C -3.871 1.088 -0.148
C 3.325 2.009 3.797
C 2.350 2.892 1.820
C -5.701 -1.163 -3.079
C -3.237 -5.055 0.896
C -4.333 1.699 2.104
C -1.203 -0.542 3.540
C 1.808 1.671 1.451
C 3.940 1.654 -0.754
C -4.991 2.254 3.330
C -1.319 -0.468 2.171
C 3.072 3.094 3.003
C -0.092 5.433 -1.039
C -2.321 -4.957 -0.141
C -3.901 -1.026 -4.667
C -3.846 -3.918 1.397
C -4.603 1.853 0.770
C -3.111 0.836 3.888
C 2.467 2.043 -2.618
C -2.018 -3.719 -0.673
C -2.984 -0.991 -3.631
C 3.069 -1.691 -3.330
C 3.556 2.158 -3.462
C -1.166 2.151 -4.360
C -3.428 -1.031 -2.314
C 1.390 -0.731 2.228
C -4.174 1.687 4.517
C -5.256 -1.079 -4.390
C -0.879 3.251 0.464
C -3.551 -2.678 0.865
C 1.954 0.559 2.316
C 4.840 2.031 -2.953
C 4.094 1.858 5.075
C 5.026 1.770 -1.605
C 5.046 -3.264 -0.077
C 0.415 -3.175 -3.718
C 2.651 1.811 -1.253
C -2.863 0.212 0.225
C -2.627 -2.574 -0.167
C -3.252 0.887 2.490
C -1.648 4.398 0.465
C 1.806 -1.737 3.067
C -2.431 0.186 1.587
C -2.108 0.071 4.421
H 3.603 -0.802 -3.010
H 2.764 -4.206 0.363
H -4.133 1.169 -1.194
H 1.460 2.139 -3.023
H -4.046 -1.800 1.252
H -4.970 3.345 3.325
H 5.696 2.117 -3.605
H 1.857 -0.529 -5.745
H 0.592 -3.829 -2.868
H -0.379 -1.096 3.962
H -3.561 -0.999 -5.691
H 1.371 -2.717 2.931
H -6.758 -1.227 -2.865
H 4.509 -1.263 -0.480
H -4.789 1.092 5.194
H 4.803 -3.891 0.783
H -1.299 -3.627 -1.478
H 6.056 -2.891 0.054
H 5.018 -3.873 -0.988
H -1.867 6.379 -0.313
H 0.909 -3.616 -4.579
H 5.060 -0.099 5.351
H 1.231 -3.421 0.235
H -5.967 -1.062 -5.200
H 3.439 4.079 3.247
H 1.589 4.248 -1.638
H -0.652 -3.162 -3.927
H -1.175 2.391 1.054
H -2.550 4.440 1.056
H -1.916 -0.930 -3.843
H -5.397 2.495 0.420
H 0.180 -1.057 -5.780
H 0.225 6.288 -1.614
H 3.480 -2.002 -4.284
H 3.262 -2.482 -2.616
H 0.593 0.523 -5.147
H -6.039 1.954 3.380
H -1.834 -5.848 -0.513
H 3.660 0.149 6.387
H 3.022 -2.343 4.748
H 3.397 2.335 -4.515
H 3.604 2.432 5.865
H -3.477 -6.020 1.312
H -5.129 -1.214 -1.017
H 6.026 1.654 -1.214
H 2.218 3.736 1.158
H -3.721 2.490 5.102
H -4.544 -3.994 2.216
H 4.092 1.435 0.293
H -1.981 -0.051 5.486
H 5.111 2.242 4.978

***

Computed, not measured: a molecular structure, C54H54I4N2OP2PdSe, with ωB97M-V/def2-TZVPD.

Properties
LUMO (alpha / beta) in eV: -5.62 / -7.13
M in u: 1501.98
E_HOMO (alpha / beta) in Eh: -0.43646 / -0.46437
Net charge: +2
Spin multiplicity: 3
Kohn-Sham gap (alpha / beta) in eV: 6.2580 / 5.5075
DFT total energy in eV: -181699.5318

Positions of all 119 atoms, in Å:
I -4.602 -2.604 -0.816
I 1.282 5.364 0.075
I -1.099 -2.088 1.622
I 1.372 2.629 0.064
Pd -0.007 0.277 0.508
Se 2.296 -0.673 0.523
P -2.157 1.108 0.232
P 0.158 -3.639 0.306
O -1.036 -1.150 -1.553
N 4.104 0.790 -1.164
N 4.497 1.104 0.963
C -0.590 -2.395 -3.561
C -0.690 -5.213 0.466
C 5.461 1.831 0.266
C 6.510 2.631 0.707
C -2.003 -0.380 -2.205
C 3.464 0.323 -2.398
C 6.488 -0.203 2.954
C -2.706 -6.509 0.642
C -4.006 -0.302 3.573
C 4.185 -4.304 2.346
C 5.844 -0.778 -4.304
C -1.567 -1.594 -4.402
C -5.623 -0.476 1.803
C -3.071 3.470 1.399
C -2.314 -0.601 -3.536
C 4.158 -4.097 0.973
C 4.326 1.072 2.423
C 1.798 -4.052 2.445
C 4.964 -0.158 3.053
C -0.823 -0.834 -5.512
C -2.634 0.629 -1.463
C -5.272 -0.663 3.134
C 2.954 -3.864 0.330
C -0.482 -2.237 -2.182
C 0.157 -3.386 -4.189
C 0.070 -6.385 0.459
C -1.953 -7.675 0.622
C -3.666 1.339 -2.073
C 1.771 -3.841 1.066
C -3.308 4.837 1.433
C -2.470 2.892 0.283
C 0.238 -3.192 -1.429
C -3.340 0.150 -4.104
C 3.690 0.503 0.078
C 3.840 -1.106 -2.764
C 7.179 0.771 3.901
C -2.089 3.699 -0.788
C 5.999 2.220 -2.068
C -2.568 -2.587 -5.023
C 0.946 -4.272 -3.487
C -3.086 0.226 2.674
C 5.212 1.631 -1.084
C -3.419 0.398 1.331
C 5.334 -1.336 -2.979
C -2.343 5.060 -0.756
C 3.007 -4.281 3.080
C 7.294 3.215 -0.266
C -4.703 0.059 0.903
C -0.568 -7.612 0.531
C -2.078 -5.277 0.565
C 7.042 3.013 -1.633
C -4.038 1.096 -3.382
C 0.930 -4.204 -2.111
C -2.955 5.631 0.352
H -4.839 1.659 -3.840
H 6.932 -0.795 -4.356
H 0.019 -8.521 0.530
H 1.152 -6.351 0.420
H 0.091 -3.481 -5.265
H 6.984 0.501 4.940
H 2.386 0.409 -2.248
H -4.165 2.123 -1.518
H 3.455 -1.764 -1.979
H -0.082 -0.153 -5.090
H -0.315 -1.521 -6.188
H -3.154 6.694 0.374
H -1.523 -0.248 -6.107
H -3.326 -2.066 -5.605
H -1.609 3.268 -1.659
H 5.463 -1.362 -5.143
H -3.736 -0.425 4.613
H -5.004 0.234 -0.123
H 3.253 1.094 2.614
H -3.598 -0.015 -5.142
H -2.062 -3.280 -5.695
H 4.521 -1.043 2.587
H 8.120 3.846 0.031
H -2.676 -4.376 0.580
H -5.989 -1.076 3.830
H 8.258 0.773 3.756
H 6.708 2.789 1.757
H -2.103 0.528 3.027
H 4.665 -0.174 4.105
H 2.954 -3.665 -0.731
H -2.057 5.678 -1.597
H 3.745 1.031 -3.176
H 6.799 -0.018 1.921
H 5.527 -2.410 -2.950
H 3.293 -1.353 -3.680
H 1.441 -4.979 -1.555
H -3.784 -6.557 0.723
H -6.617 -0.734 1.462
H 5.899 -0.908 -2.144
H -3.375 2.862 2.241
H -3.782 5.278 2.299
H 5.528 0.256 -4.464
H 7.681 3.490 -2.363
H -2.445 -8.636 0.688
H 1.512 -5.041 -3.994
H 4.748 2.001 2.805
H -3.071 -3.166 -4.247
H 6.832 1.799 3.769
H 5.808 2.076 -3.121
H 3.027 -4.445 4.149
H 5.076 -4.110 0.401
H 0.886 -4.043 3.030
H 6.822 -1.216 3.186
H 5.129 -4.483 2.845

***

Computed, not measured: a molecular structure, C54H56BF3O3SSbV, with ωB97M-V/def2-TZVPD.

Properties
LUMO (alpha / beta) in eV: -2.35 / -2.30
M in u: 1025.62
E_HOMO (alpha / beta) in Eh: -0.38142 / -0.38741
Net charge: +1
Spin multiplicity: 4
Kohn-Sham gap (alpha / beta) in eV: 8.0267 / 8.2394
DFT total energy in eV: -114933.7249

Positions of all 120 atoms, in Å:
Sb -0.081 -1.009 -3.251
V -0.498 1.693 -0.107
S 0.348 1.809 2.968
F 1.018 -5.423 -7.543
F -4.185 -3.999 0.413
F 6.136 -0.403 -3.073
O -0.568 2.095 1.748
O 1.031 -0.969 0.269
O 2.204 0.860 0.930
C -2.706 -4.049 -1.409
C -2.803 -2.144 0.064
C 1.023 -4.773 -5.291
C 2.122 -1.381 0.998
C -4.135 -0.487 4.661
C -3.086 2.116 -1.476
C 0.193 -3.296 -7.016
C -2.269 4.413 4.108
C -0.029 5.068 3.547
C 4.288 -1.733 -2.514
C -3.854 -0.224 3.327
C -2.712 5.703 3.845
C 2.621 0.272 -3.457
C 3.998 0.448 -3.515
C -2.540 -0.085 2.908
C 4.199 -4.296 4.051
C -0.075 0.056 3.390
C -0.079 -2.337 -6.047
C -4.175 1.231 -0.909
C -1.812 6.678 3.439
C 3.248 -5.332 2.004
C 0.746 -3.805 -4.339
C 5.563 -4.435 1.940
C -1.491 -0.183 3.823
C 0.195 -2.577 -4.703
C -1.493 2.610 -3.246
C 4.372 -1.687 2.496
C 2.501 -2.664 1.333
C 2.843 -0.272 1.389
C -1.437 3.874 -1.170
C -3.225 -3.403 -0.309
C 0.309 4.372 -2.912
C -3.303 0.879 -3.649
C -0.924 4.091 3.976
C -1.723 -3.409 -2.155
C 2.061 -0.895 -2.939
C -0.470 6.356 3.284
C -2.577 3.181 -0.716
C 3.656 -2.825 2.102
C -1.782 -0.459 5.156
C 0.746 -4.494 -6.617
C 4.805 -0.562 -3.034
C 2.911 -1.897 -2.479
C -3.098 -0.618 5.573
C -3.265 3.595 0.567
C 3.987 -0.396 2.148
C -0.974 2.374 -4.642
C -1.240 -2.147 -1.802
C -0.451 2.716 4.352
C 4.155 -4.210 2.516
C -1.826 -1.517 -0.693
C -0.893 3.587 -2.434
C -0.790 4.909 -0.278
C -2.594 1.879 -2.768
B 1.056 0.443 0.216
H -3.308 -0.843 6.611
H -1.337 -3.911 -3.029
H -4.314 3.305 0.554
H 0.382 4.385 -3.995
H -2.847 -0.113 -3.584
H 1.444 -5.735 -5.023
H -2.977 3.657 4.438
H -4.141 1.220 0.181
H -4.052 0.207 -1.253
H 0.338 2.781 5.106
H 0.650 -0.227 4.156
H -1.236 1.388 -5.009
H 3.201 -4.130 4.467
H -1.120 5.922 -0.529
H 0.295 4.883 -0.367
H 4.445 1.344 -3.925
H 1.905 -3.505 1.000
H 0.952 -4.024 -3.297
H 0.236 7.107 2.951
H 0.152 -0.483 2.469
H 0.255 5.408 -2.580
H 3.233 -5.372 0.912
H 1.971 1.055 -3.835
H -0.509 -1.388 -6.350
H 4.558 0.473 2.454
H 2.510 -2.818 -2.083
H 5.907 -5.445 2.173
H 5.551 -4.320 0.852
H -1.039 4.732 0.763
H -1.565 -0.493 -0.397
H 5.267 -1.808 3.094
H -1.388 3.116 -5.333
H -5.173 1.567 -1.207
H -4.665 -0.138 2.613
H -2.799 3.156 1.453
H 4.537 -5.288 4.364
H 6.287 -3.726 2.348
H -3.275 1.191 -4.691
H -3.228 4.677 0.685
H 4.875 -3.556 4.482
H -2.152 7.689 3.247
H -0.977 -0.554 5.878
H -0.020 -3.124 -8.063
H -5.162 -0.612 4.985
H -2.318 0.093 1.866
H -4.349 0.784 -3.368
H -3.762 5.942 3.962
H 2.223 -5.227 2.372
H -1.263 2.112 4.738
H -3.255 -1.667 0.927
H 3.631 -6.288 2.366
H 0.109 2.454 -4.683
H 1.236 3.942 -2.519
H -3.074 -5.030 -1.684
H 1.025 4.825 3.435
H 4.960 -2.502 -2.146

***

Computed, not measured: a molecular structure, C54H56BrN3O6P3PtTe, with ωB97M-V/def2-TZVPD.

Properties
LUMO in eV: -3.63
M in u: 1338.56
E_HOMO in Eh: -0.35817
Net charge: +1
Kohn-Sham gap in eV: 6.1204
DFT total energy in eV: -182108.4646

Positions of all 125 atoms, in Å:
Pt -0.570 -0.353 0.588
Te 0.802 -1.455 5.353
Br -2.789 0.951 0.354
P -1.023 -1.536 2.520
P 0.676 0.456 2.350
P 0.855 1.023 -2.187
O 0.828 -1.710 0.318
O 3.544 -1.754 -1.450
O 0.054 0.127 -3.257
O -0.079 1.045 -0.976
O 0.928 2.475 -2.805
O 2.226 0.513 -1.955
N 2.449 2.816 7.115
N -1.487 -1.446 -0.991
N -0.701 -2.540 -1.277
C 0.726 3.289 2.115
C 2.141 -5.656 -1.339
C -3.281 -0.216 3.515
C 0.243 2.163 2.782
C 0.513 -0.254 -4.597
C 2.420 0.372 1.914
C 3.200 -0.576 2.577
C 0.339 4.557 2.514
C -5.063 -1.837 2.138
C 2.825 0.714 6.029
C 3.023 -2.992 -1.404
C 0.713 -2.155 -1.027
C 0.631 1.302 6.742
C -2.805 -1.278 2.757
C -0.624 2.339 3.859
C -1.442 -5.245 4.043
C 5.127 0.145 1.338
C 0.031 -4.107 1.978
C -0.529 4.721 3.586
C 3.927 -4.051 -1.529
C 0.417 4.549 -3.781
C 3.493 -5.360 -1.496
C 4.342 1.050 0.638
C 0.182 -5.451 2.283
C 4.554 -0.677 2.295
C -2.533 -1.126 -1.632
C 1.666 -3.286 -1.224
C 1.162 2.494 7.210
C -6.100 -0.107 -3.554
C -1.450 3.017 -3.124
C -4.329 0.566 -1.941
C -4.193 -0.495 -5.541
C 1.476 0.394 6.120
C -3.303 0.054 -1.262
C -3.802 -0.080 -4.277
C 3.258 1.931 6.543
C -0.033 -1.660 -4.800
C -1.616 -3.906 3.729
C -0.883 -3.331 2.685
C -1.006 3.609 4.261
C 0.094 -0.698 3.489
C -6.485 -0.534 -4.814
C -4.751 0.102 -3.272
C -5.535 -0.776 2.904
C -3.703 -2.092 2.069
C -0.551 -6.020 3.313
C -0.059 4.149 -1.358
C 2.028 -0.263 -4.743
C -0.069 3.543 -2.752
C 2.992 1.161 0.918
C -5.534 -0.731 -5.807
C 1.242 -4.617 -1.198
C -0.102 0.730 -5.581
C -4.645 0.030 3.597
H 0.283 1.734 -5.397
H -2.183 3.814 -2.986
H 0.725 5.421 1.990
H 0.190 -4.830 -1.055
H -1.480 2.703 -4.167
H -0.697 5.033 -1.334
H -2.762 0.145 -4.066
H -3.340 -2.929 1.482
H 0.519 3.225 7.689
H 4.771 1.647 -0.155
H -2.322 -3.315 4.300
H -7.532 -0.707 -5.026
H 1.798 -6.682 -1.328
H -0.961 1.469 4.405
H -5.009 0.849 4.202
H -2.584 0.419 4.047
H 0.891 -6.045 1.721
H 0.149 -1.995 -5.822
H -5.757 -2.474 1.606
H 1.409 3.195 1.285
H 0.957 4.451 -1.095
H 2.264 -0.594 -5.755
H -1.188 0.752 -5.492
H 1.411 4.910 -3.519
H -0.420 3.434 -0.620
H 0.639 -3.657 1.211
H 2.501 -0.940 -4.034
H -1.667 3.728 5.111
H 4.306 2.203 6.485
H 2.386 1.810 0.306
H -1.733 2.177 -2.490
H 6.182 0.059 1.113
H -0.824 5.714 3.899
H -0.265 5.400 -3.824
H 5.156 -1.413 2.814
H -2.007 -5.681 4.856
H -3.452 -0.622 -6.320
H -6.599 -0.587 2.968
H -0.826 -2.829 -2.246
H 4.973 -3.806 -1.660
H 0.155 0.447 -6.602
H -1.111 -1.689 -4.620
H 2.911 -1.009 -1.540
H -4.872 1.400 -1.509
H -5.841 -1.054 -6.792
H 2.453 0.730 -4.599
H 4.214 -6.161 -1.601
H 3.529 0.046 5.554
H 0.967 -1.336 -1.696
H 2.750 -1.240 3.299
H 0.463 4.092 -4.770
H -0.423 -7.067 3.557
H -0.422 1.086 6.883
H 0.469 -2.359 -4.126
H -2.881 -1.711 -2.480
H -6.844 0.055 -2.784